Record 1
Entry from the Open Molecules 2025 dataset: a structure of composition C56H63N6O3P3SSr at a distorted geometry (ωB97M-V/def2-TZVPD).

XYZ file:
```
133
Properties=species:S:1:pos:R:3:mulliken_charge:R:1
Sr -0.00391 -0.56282 0.00336 1.639
C -0.08054 -4.88663 2.24039 -1.743
C 0.15559 -3.67671 1.40576 -0.203
N 0.03506 -2.47243 1.82585 1.287
O -0.45425 -2.39678 3.12809 -0.648
C 0.55660 -3.90103 -0.00206 -0.372
C 1.07101 -5.24091 -0.41367 -1.943
N 0.41374 -2.90734 -0.81591 1.424
O 0.77459 -3.05908 -2.07548 -1.062
H -0.32502 -4.64134 3.26870 0.452
H 0.80610 -5.51915 2.21584 0.380
H -0.88912 -5.47437 1.80446 0.330
H -0.26779 -1.49090 3.41267 0.103
H 0.35860 -6.02732 -0.16731 0.444
H 1.99867 -5.48651 0.10486 0.369
H 1.24989 -5.24306 -1.48490 0.376
C 1.47767 2.68459 2.58330 -1.858
N 2.78512 2.10467 2.69484 1.337
C 3.21485 1.03966 1.84050 -2.234
P 2.64448 1.15267 0.08345 1.510
C 3.06376 2.84287 -0.39653 -0.152
C 4.13895 3.53012 0.16799 -0.342
C 4.40646 4.83579 -0.20320 -0.844
C 3.60460 5.46961 -1.14190 -0.582
C 2.53023 4.79715 -1.70549 -0.814
C 2.25963 3.49233 -1.32786 -0.389
C 3.84552 0.06601 -0.73121 0.923
C 4.96789 0.53013 -1.41242 -0.606
C 5.82223 -0.36254 -2.04006 -0.851
C 5.57714 -1.72718 -1.97878 -0.619
C 4.46665 -2.19938 -1.29381 -0.786
C 3.60165 -1.30394 -0.68706 -0.446
C 3.57648 2.38400 3.83096 0.608
C 4.43883 1.42127 4.35697 -0.061
C 5.22808 1.71120 5.45970 -0.987
C 5.17269 2.95428 6.06212 -0.588
C 4.32753 3.91829 5.53486 -0.840
C 3.54590 3.64810 4.42770 -0.595
P -0.02054 1.57192 2.49434 1.887
C -0.22332 0.81774 4.13651 -0.183
C -1.48218 0.71408 4.72708 -0.708
C -1.64346 0.02457 5.91674 -0.829
C -0.55350 -0.56923 6.53419 -0.719
C 0.70049 -0.47444 5.95531 -0.677
C 0.86597 0.20578 4.75926 0.037
C -1.28060 2.87060 2.42672 0.356
C -2.02309 3.05889 1.26939 -0.375
C -2.93640 4.09903 1.18768 -0.792
C -3.11952 4.95070 2.26455 -0.593
C -2.38594 4.76832 3.42824 -0.886
C -1.46907 3.73673 3.50766 -0.468
H 1.38314 3.31001 1.67847 0.203
H 1.33058 3.35437 3.42857 0.655
H 2.91393 0.03125 2.19010 0.545
H 4.31327 1.02890 1.83062 1.092
H 4.76748 3.05276 0.90759 0.407
H 5.23916 5.36066 0.24191 0.476
H 3.81330 6.49065 -1.42538 0.426
H 1.89424 5.29462 -2.42346 0.442
H 1.39572 2.98592 -1.75203 0.312
H 5.17376 1.59069 -1.46082 0.382
H 6.68869 0.00660 -2.56997 0.447
H 6.25274 -2.41758 -2.46351 0.420
H 4.26140 -3.25929 -1.24097 0.483
H 2.73573 -1.71502 -0.17384 0.289
H 4.49452 0.43075 3.92695 0.506
H 5.88647 0.94737 5.85029 0.415
H 5.78675 3.17697 6.92177 0.427
H 4.28905 4.90388 5.97771 0.419
H 2.93806 4.43709 4.01067 0.545
H -2.33951 1.18330 4.26391 0.512
H -2.62210 -0.04288 6.36816 0.463
H -0.68209 -1.10236 7.46449 0.433
H 1.55791 -0.92590 6.43229 0.484
H 1.85345 0.26970 4.32871 0.212
H -1.91129 2.38116 0.43000 0.238
H -3.50905 4.23924 0.28193 0.484
H -3.83634 5.75663 2.20219 0.426
H -2.52915 5.42940 4.27086 0.452
H -0.90136 3.59360 4.41866 0.412
C 2.16784 -0.12229 -5.85177 -0.936
N 0.77392 0.47586 -5.61616 0.140
C -0.25176 -0.47750 -6.24215 -0.969
N -0.11801 -1.77911 -5.71166 0.271
C 1.23261 -2.28537 -5.92266 -0.888
N 2.24668 -1.42864 -5.32400 0.287
C 2.22598 -1.47189 -3.85810 -1.433
P 0.58891 -0.98441 -3.15564 2.665
C 0.51564 0.63634 -4.14736 -1.585
C -0.53869 -1.88249 -4.31411 -1.592
H 2.88389 0.55130 -5.37719 0.371
H 2.31308 -0.12913 -6.93641 0.360
H 0.71798 1.38160 -6.08527 0.362
H -0.05246 -0.46810 -7.31716 0.351
H -1.23763 -0.05720 -6.03359 0.432
H 1.41758 -2.34817 -6.99843 0.324
H 1.30796 -3.28064 -5.48873 0.422
H 3.01051 -0.81817 -3.46955 0.172
H 2.45799 -2.48411 -3.53505 0.594
H 1.26761 1.33760 -3.77262 0.648
H -0.46906 1.10146 -4.04984 0.439
H -1.55637 -1.49000 -4.21827 0.264
H -0.55280 -2.93415 -4.03195 0.487
O -2.22253 -0.03501 -0.07920 -0.676
S -3.12789 -1.23192 0.25451 0.924
C -3.32308 -2.10516 -1.31897 -1.085
C -3.94957 -1.37519 -2.46547 0.665
C -3.43956 -0.16219 -2.92346 -0.376
C -4.02484 0.47186 -4.00749 -0.843
C -5.10439 -0.10376 -4.65741 -0.752
C -5.60680 -1.31496 -4.21548 -0.856
C -5.03797 -1.94510 -3.11917 -0.451
C -4.75170 -0.50978 0.56346 -1.207
C -5.76409 -1.60677 0.70420 0.283
C -5.57457 -2.62140 1.63626 -0.070
C -6.50954 -3.63640 1.75517 -0.831
C -7.64514 -3.63206 0.95834 -0.450
C -7.84476 -2.61121 0.04403 -0.735
C -6.90307 -1.60341 -0.08970 -0.403
H -3.86252 -3.02044 -1.07335 0.656
H -2.29553 -2.40921 -1.54457 0.070
H -2.59963 0.28877 -2.40912 0.938
H -3.63898 1.42741 -4.33795 0.557
H -5.55400 0.39335 -5.50361 0.447
H -6.44673 -1.76910 -4.71961 0.455
H -5.44339 -2.88380 -2.77053 0.470
H -4.96855 0.17879 -0.25451 0.438
H -4.62943 0.07113 1.47971 0.762
H -4.70778 -2.61927 2.28615 0.495
H -6.36147 -4.42298 2.48045 0.428
H -8.37951 -4.41737 1.05937 0.428
H -8.73806 -2.59688 -0.56358 0.423
H -7.05919 -0.81125 -0.80905 0.436
```

orbital gap = 7.4 eV
total charge = +2
E_HOMO = -11.5 eV
multiplicity = 1
LUMO level = -4.129 eV


Record 2
Entry from the Open Molecules 2025 dataset: a structure of composition C56H66AsCsOP2S at a distorted geometry (ωB97M-V/def2-TZVPD).

XYZ file:
```
128
Properties=species:S:1:pos:R:3:mulliken_charge:R:1
Cs -0.39878 -0.74496 0.62752 0.860
C -0.33924 -1.60550 3.62916 -0.466
C 0.90479 -0.92037 3.57907 0.410
C 0.59335 0.48133 3.48949 -0.362
C -0.82542 0.58186 3.48449 -0.194
C -1.40778 -0.69482 3.56987 -0.579
C -2.88922 -1.01046 3.60513 2.496
C -3.44136 -0.79125 5.02182 -2.014
C -3.66273 -0.09927 2.64232 -1.396
C -3.14164 -2.46836 3.21045 -1.818
C 1.47714 1.72827 3.39102 3.233
C 0.65315 2.99113 3.68581 -2.052
C 2.62503 1.75603 4.40990 -2.131
C 2.05003 1.88659 1.97060 -0.500
C 2.22101 -1.69396 3.73520 2.547
C 1.98823 -3.19581 3.49345 -2.347
C 3.30621 -1.28555 2.73353 -2.072
C 2.76145 -1.57488 5.17086 -1.792
H -0.45286 -2.67701 3.70325 0.134
H -1.39000 1.50381 3.44024 0.303
H -3.28781 0.24477 5.32916 0.335
H -2.91106 -1.43165 5.72877 0.378
H -4.51109 -1.01792 5.07656 0.475
H -3.53042 0.95149 2.90489 0.277
H -4.73373 -0.32302 2.67576 0.504
H -3.32539 -0.22556 1.60737 -0.011
H -2.66883 -3.14864 3.92052 0.326
H -2.73580 -2.68712 2.21757 0.237
H -4.21465 -2.68178 3.19828 0.460
H 0.21173 2.94506 4.68197 0.403
H -0.15325 3.13232 2.96648 -0.066
H 1.30383 3.86983 3.63557 0.532
H 2.22383 1.65410 5.42023 0.375
H 3.15500 2.71139 4.34667 0.479
H 3.35587 0.96816 4.25724 0.284
H 1.23930 2.02008 1.24570 -0.513
H 2.62275 1.00884 1.66793 -0.614
H 2.70108 2.76564 1.90391 0.687
H 1.53789 -3.37736 2.51408 0.263
H 1.33616 -3.63297 4.24844 0.527
H 2.94492 -3.72412 3.53379 0.458
H 2.92723 -1.38387 1.71302 0.321
H 4.18251 -1.93349 2.83077 0.688
H 3.64497 -0.26060 2.86023 0.152
H 2.01493 -1.95671 5.87007 0.366
H 2.97204 -0.54432 5.44653 0.210
H 3.68036 -2.15810 5.29141 0.474
O 0.09007 -0.56116 -2.00315 0.099
S 0.28477 0.91160 -2.18194 1.678
C -0.84836 1.35603 -3.49524 -0.246
C -0.61047 1.02771 -4.82236 -0.385
C -1.59658 1.24469 -5.76945 -1.020
C -2.81790 1.77433 -5.37495 -0.785
C -3.06154 2.06464 -4.04077 -0.782
C -2.08341 1.85816 -3.07004 -0.205
P -2.40077 2.05358 -1.25396 1.566
C -1.54716 3.63733 -0.93535 0.362
C -1.02153 3.81545 0.34135 -0.323
C -0.34014 4.97940 0.67008 -0.265
C -0.17364 5.97100 -0.28566 -0.701
C -0.68655 5.79750 -1.56560 -0.854
C -1.36863 4.63494 -1.89282 -0.222
C -4.17485 2.49790 -1.26476 -0.316
C -5.07385 1.43051 -1.34565 -0.067
C -6.44035 1.65659 -1.35524 -0.768
C -6.92573 2.95506 -1.25887 -0.522
C -6.04141 4.01776 -1.15720 -0.825
C -4.67013 3.79260 -1.16255 -0.014
C 1.88959 1.08818 -2.96288 -0.304
C 2.10928 2.12950 -3.85638 -0.466
C 3.34668 2.27478 -4.46099 -0.896
C 4.35160 1.36725 -4.16397 -0.956
C 4.13545 0.36689 -3.22777 -0.151
C 2.91095 0.21064 -2.57769 -0.785
P 2.75896 -0.90916 -1.09081 1.019
C 2.25464 -2.53354 -1.76416 0.727
C 2.12134 -2.79535 -3.12391 -0.658
C 1.70265 -4.04425 -3.56262 -0.712
C 1.41920 -5.04709 -2.64429 -0.731
C 1.54707 -4.79230 -1.28623 -0.388
C 1.95257 -3.53973 -0.84827 -0.576
C 4.53816 -1.18076 -0.74287 -0.009
C 5.25694 -2.30621 -1.13113 -0.322
C 6.59861 -2.43226 -0.78959 -0.662
C 7.23034 -1.43580 -0.06138 -0.638
C 6.51743 -0.31138 0.33768 -0.628
C 5.17803 -0.19169 0.00734 -0.153
H 0.34018 0.59615 -5.10853 0.524
H -1.41718 0.99193 -6.80591 0.443
H -3.59267 1.94972 -6.11028 0.422
H -4.03275 2.44602 -3.75181 0.423
H -1.13948 3.02498 1.07689 0.175
H 0.06916 5.10053 1.66432 0.402
H 0.36326 6.87776 -0.03876 0.417
H -0.55142 6.57223 -2.30997 0.444
H -1.76176 4.50496 -2.89398 0.478
H -4.69064 0.41610 -1.39892 0.339
H -7.12561 0.82149 -1.42163 0.449
H -7.99308 3.13390 -1.25224 0.382
H -6.41969 5.02823 -1.07001 0.409
H -3.98678 4.62864 -1.08054 0.392
H 1.30510 2.81752 -4.08454 0.562
H 3.51546 3.08187 -5.16120 0.436
H 5.31916 1.44731 -4.64219 0.448
H 4.95835 -0.29090 -2.97984 0.546
H 2.33510 -2.01683 -3.84603 0.405
H 1.60025 -4.23499 -4.62362 0.409
H 1.09766 -6.02280 -2.98577 0.420
H 1.32327 -5.56627 -0.56312 0.475
H 2.03768 -3.34850 0.21671 0.293
H 4.77066 -3.08901 -1.70012 0.420
H 7.14951 -3.31311 -1.09389 0.412
H 8.27433 -1.53844 0.20534 0.374
H 7.00311 0.46178 0.91897 0.430
H 4.60977 0.67182 0.33741 0.254
C -2.48499 -4.78144 -2.15162 -1.275
As -2.26234 -3.05455 -1.25576 0.370
C -4.07093 -2.95233 -0.49424 -1.177
C -2.62588 -1.92467 -2.81445 -0.699
H -3.43554 -4.82604 -2.68425 0.421
H -2.44750 -5.58283 -1.41401 0.386
H -1.66723 -4.92595 -2.85754 0.296
H -4.82146 -3.12943 -1.26618 0.440
H -4.23262 -1.96751 -0.05218 0.165
H -4.18516 -3.69450 0.29538 0.439
H -3.54322 -2.23827 -3.31541 0.592
H -1.78704 -1.97219 -3.50788 0.275
H -2.72214 -0.88701 -2.49064 -0.201
```

orbital gap = 5.8 eV
E_HOMO = -5.8 eV
multiplicity = 1
LUMO level = -0.006 eV


Among the records above, which one has the lowest LUMO level? C56H63N6O3P3SSr


Which value of E_HOMO does entry 1 give? -11.5 eV


The lowest orbital gap belongs to which entry? C56H66AsCsOP2S